[1]
Below is a structure of composition ClH5OSi2Sn, with properties calculated with ωB97M-V/def2-TZVPD.

XYZ file:
```
10
Properties=species:S:1:pos:R:3:lowdin_charge:R:1
H -2.792 0.634 0.691 -0.031
Si -1.739 -0.121 0.022 0.637
H 1.116 0.957 1.739 0.003
Sn 2.044 -2.956 -1.352 1.376
H -2.128 -0.750 -1.243 -0.046
Si 0.978 1.151 0.299 0.532
H 1.844 2.093 -0.392 -0.001
H -1.092 -1.119 0.912 -0.053
Cl 2.212 -0.817 -0.322 0.090
O -0.444 0.927 -0.353 -0.508
```

Values from the calculation:
charge: +2
lowest unoccupied orbital energy: -11.44 eV
spin multiplicity: 1



[2]
Below is a structure of composition C16H30CrN5P, with properties calculated with ωB97M-V/def2-TZVPD.

XYZ file:
```
53
Properties=species:S:1:pos:R:3:mulliken_spin:R:1
H -3.615 -2.004 2.063 0.001
H -2.164 -1.000 -4.438 0.000
H -1.546 1.864 4.367 -0.003
H -2.819 1.612 -1.297 -0.002
C -2.580 0.569 -1.529 0.001
H 2.654 1.934 -0.156 0.001
C -1.362 1.286 -3.485 0.001
C 3.516 -0.658 -0.749 0.000
C 0.142 1.104 -1.615 0.006
N 1.722 -0.349 0.822 -0.023
N -2.391 0.422 -2.939 0.009
C -3.067 -1.168 2.479 0.046
H 3.148 -1.678 -0.819 0.000
H -1.379 1.211 -4.576 0.000
N -0.057 0.866 -3.005 0.013
H -3.276 2.234 2.617 -0.007
H 0.192 -0.572 -4.491 0.000
H 1.153 0.811 -1.329 0.005
H -0.854 -0.433 4.945 -0.004
C 0.193 -0.511 -3.400 -0.003
H -4.238 0.295 1.414 0.002
C -2.143 -0.949 -3.348 -0.001
Cr -1.055 0.122 1.774 4.289
H 1.167 -0.832 -3.029 0.000
H 4.358 1.700 0.199 0.000
H 1.647 -1.356 0.981 0.007
C -1.896 1.034 3.765 -0.006
H 1.338 1.311 1.812 0.010
H -1.549 -2.254 -1.140 -0.004
C -1.504 -0.275 4.093 0.006
C 3.352 1.479 0.542 -0.003
H -3.414 -0.064 -1.211 -0.002
H 3.098 -0.077 -1.566 0.001
N -0.840 -1.386 -2.879 0.016
H 3.245 1.951 1.517 0.000
C -2.132 -1.376 3.492 0.013
H -1.546 2.320 -3.196 0.000
C -3.417 0.143 2.103 0.010
P -1.034 0.079 -0.542 -0.416
H 3.922 -1.705 1.789 0.000
C -0.774 -1.552 -1.461 0.010
H 3.880 -0.167 2.669 0.000
H -0.018 2.164 -1.389 -0.007
H 1.482 0.028 2.828 0.019
C -2.873 1.243 2.784 0.029
C 3.168 -0.036 0.605 0.013
H -1.950 -2.373 3.869 -0.001
H 0.203 -1.955 -1.183 0.006
H 5.101 -0.455 1.452 0.001
H 4.592 -0.688 -0.882 0.000
C 4.058 -0.630 1.700 -0.002
N 1.080 0.321 1.920 -0.033
H -2.920 -1.601 -2.947 0.000
```

Values from the calculation:
charge: +2
lowest unoccupied orbital energy (spin up / spin down): -6.99 / -7.59 eV
spin multiplicity: 5



[3]
Below is a cluster of 2 separate species, C2H6O2 in total, with properties calculated with ωB97M-V/def2-TZVPD.

XYZ file:
```
10
Properties=species:S:1:pos:R:3:lowdin_charge:R:1
H -2.205 -0.696 -0.629 0.073
H 5.264 -0.326 1.687 0.077
O 5.500 1.388 2.713 -0.007
H -3.841 -0.985 -0.088 0.068
H -3.460 0.567 -0.940 0.070
O -3.573 -1.106 -2.119 -0.142
H 4.536 1.314 1.017 0.079
C 5.094 0.751 1.786 -0.150
H -4.067 -0.427 -2.586 0.059
C -3.250 -0.481 -0.840 -0.127
```

Values from the calculation:
charge: 0
energy relative to the best compared isomer or geometry (same formula, charge and spin): 1.6509 eV
lowest unoccupied orbital energy: 0.95 eV
spin multiplicity: 1



[4]
Below is the ion C5H5N2O2S with charge -1, with properties calculated with ωB97M-V/def2-TZVPD.

XYZ file:
```
15
Properties=species:S:1:pos:R:3:lowdin_charge:R:1
C -2.822 0.335 -0.049 -0.608
O -3.846 0.872 -0.405 -0.032
N -2.629 -1.061 -0.158 0.169
S -0.635 2.228 0.404 0.774
C 0.542 -0.030 0.565 -0.337
H 1.149 -0.960 0.035 0.165
C 0.585 1.151 -0.367 -0.522
O -1.099 -2.656 0.293 0.005
H -3.191 -1.817 -0.552 0.165
N -0.761 -0.442 0.793 -0.050
H 1.156 0.122 1.431 0.089
H 0.143 1.075 -1.421 0.081
C -1.739 0.789 0.687 -0.387
H 1.643 1.647 -0.509 0.100
C -1.456 -1.493 0.253 -0.614
```

Values from the calculation:
charge: -1
energy relative to the best compared isomer or geometry (same formula, charge and spin): 1.3824 eV
lowest unoccupied orbital energy: 3.40 eV
spin multiplicity: 1



[5]
Below is the molecule C4H7NO2, with properties calculated with ωB97M-V/def2-TZVPD.

XYZ file:
```
14
Properties=species:S:1:pos:R:3:lowdin_charge:R:1
H 0.969 1.044 0.342 0.151
C 0.415 0.091 0.353 -0.249
H -0.201 0.193 2.375 0.097
O -1.989 0.069 0.261 0.081
H 1.332 -0.679 2.120 0.092
H -1.761 1.279 -1.943 0.119
O 1.760 -0.600 -0.466 -0.074
H -0.026 1.334 -1.888 0.108
C -0.959 0.398 -0.288 -0.547
H -0.228 -1.448 1.701 0.093
H 0.560 -1.052 -1.981 0.051
C 0.328 -0.511 1.725 -0.049
C 0.703 -1.241 -0.874 -0.041
N -0.903 1.124 -1.437 0.169
```

Values from the calculation:
charge: 0
energy relative to the best compared isomer or geometry (same formula, charge and spin): 5.3775 eV
lowest unoccupied orbital energy (spin up / spin down): 0.24 / 0.24 eV
spin multiplicity: 1



[6]
Below is a structure of composition C42H34AuNP2S5, with properties calculated with ωB97M-V/def2-TZVPD.

XYZ file:
```
85
Properties=species:S:1:pos:R:3:lowdin_charge:R:1
C 1.065 3.868 0.066 -0.111
H 1.067 -2.614 2.137 -0.006
H 5.213 1.858 3.455 0.046
C -3.389 1.183 1.460 -0.077
H 0.796 2.774 2.685 0.067
H 1.679 3.598 0.912 0.026
H -0.683 -3.074 -3.873 0.105
C -2.169 -3.571 1.107 -0.372
C 2.329 0.090 -4.617 -0.039
C -2.030 -4.826 0.519 -0.081
H -0.825 1.111 -3.952 0.109
C -2.933 -5.839 0.817 -0.081
C -0.237 3.388 -0.042 -0.374
H 2.974 -3.794 -1.770 0.103
S 7.751 -1.164 -1.161 0.543
C -0.236 1.015 3.398 -0.413
H -6.409 2.651 1.854 0.107
C -3.243 -3.339 1.970 -0.112
H 3.484 1.439 3.681 0.012
C -0.534 -0.908 4.525 -0.055
C -0.629 0.509 4.617 -0.056
P -0.843 2.076 1.039 1.068
C -0.029 -2.801 -0.549 -0.436
H -2.812 -6.815 0.365 0.103
C 0.034 -2.476 2.455 -0.273
C -3.206 3.587 1.271 -0.086
H -0.914 1.124 -6.437 0.100
H -1.770 -2.430 -1.751 0.106
C 2.290 0.130 -6.003 -0.086
C 1.313 -3.164 -0.565 -0.108
C 0.836 4.987 -2.050 -0.069
H -1.215 -5.015 -0.167 0.101
C 4.711 0.897 0.896 -1.005
H -5.353 0.415 1.850 0.108
C 0.039 0.830 -4.540 -0.045
H -2.606 4.475 1.112 0.113
H -4.666 -6.409 1.949 0.101
C -5.343 2.557 1.693 -0.072
S 2.817 -0.816 1.915 0.688
C 1.210 -3.501 -2.948 -0.085
H -0.845 3.085 3.293 0.100
C -4.753 1.301 1.685 -0.067
C 1.203 0.382 -2.436 -0.122
H 4.012 3.150 3.710 0.035
N 0.116 -0.027 2.602 -0.232
H 1.697 -3.767 -3.878 0.103
H 3.228 -0.220 -4.100 0.115
C 6.469 -0.605 -0.317 -1.509
H -4.965 -4.163 2.944 0.101
C -4.569 3.695 1.491 -0.072
C -0.089 -1.210 3.255 -0.431
H -1.984 3.275 -1.287 0.106
S 5.231 -1.622 0.341 0.902
H -5.034 4.672 1.510 0.107
H -0.962 1.081 5.470 0.094
C 1.156 0.330 -1.231 -0.208
C -0.002 0.844 -5.924 -0.090
H 2.607 5.038 -0.836 0.109
C -0.217 2.368 2.766 -0.219
C 4.186 2.165 3.279 -0.359
C -3.979 -5.610 1.700 -0.095
C -0.126 -3.116 -2.945 -0.081
H 3.171 -0.135 -6.573 0.102
C -0.988 3.688 -1.183 -0.099
C 1.592 4.673 -0.931 -0.064
H 1.257 5.606 -2.832 0.107
H -3.358 -2.355 2.413 0.092
H -0.304 -3.360 2.986 0.093
C -0.454 4.490 -2.179 -0.072
C 1.204 0.441 -3.870 -0.261
H -0.769 -1.623 5.299 0.096
Au 0.738 0.164 0.678 0.888
C -4.142 -4.354 2.267 -0.090
H -1.039 4.713 -3.062 0.107
H 1.901 -3.150 0.344 0.065
C 1.124 0.498 -6.660 -0.097
C -2.616 2.326 1.257 -0.354
C 4.238 -0.361 1.055 -1.097
S 6.204 1.075 0.022 0.918
P -0.977 -2.179 0.891 1.040
C 1.927 -3.514 -1.763 -0.076
H 1.094 0.510 -7.742 0.099
H -2.911 0.209 1.436 0.072
C -0.738 -2.765 -1.754 -0.128
S 3.928 2.350 1.487 0.807
```

Values from the calculation:
charge: 0
energy relative to the best compared isomer or geometry (same formula, charge and spin): 1.2161 eV
lowest unoccupied orbital energy (spin up / spin down): -2.03 / -2.03 eV
spin multiplicity: 1



Number 1: largest force on an atom 1.28 eV/Å. Number 2: largest force on an atom 2.51 eV/Å. Number 3: largest force on an atom 1.88 eV/Å. Number 4: largest force on an atom 6.15 eV/Å. Number 5: largest force on an atom 0.55 eV/Å. Number 6: largest force on an atom 1.76 eV/Å.